The following is a DFT calculation (ωB97M-V with the def2-TZVPD basis set) of 2 unconnected molecules or ions with the total composition CH6NS in a non-equilibrium geometry.

Output
**M**: 64.1 Da
**Lowest unoccupied orbital energy**: 4.223 eV
**Charge**: -1
**Gap between HOMO and LUMO**: 6.88 eV
**Relative energy (zero: lowest compared OMol25 entry of this formula, charge and spin)**: 13.7 kJ/mol

```
9
Properties=species:S:1:pos:R:3:forces:R:3:mulliken_charge:R:1
S -1.96877 -1.86548 1.08927 -0.2310 -0.0007 -0.0021 -0.89
H -1.28485 -3.01894 1.07488 0.0619 -0.0078 -0.0043 -0.03
C 0.65095 0.88895 -0.83967 -0.9565 -0.9891 0.2682 -0.64
N 0.56573 0.26324 0.48003 -0.0087 0.7472 0.5900 -0.53
H -0.27537 1.44256 -1.05556 0.3844 0.4664 -0.2341 0.23
H 1.55502 1.49300 -0.84233 -0.0921 0.2569 -0.4569 0.25
H 0.67886 0.10910 -1.60568 0.3887 0.0824 -0.0085 0.25
H -0.24855 -0.35799 0.60683 0.1903 -0.2121 -0.4311 0.15
H 0.32699 1.04556 1.09222 0.2630 -0.3431 0.2787 0.20
```
Forces are in eV/Å.

***

The following is a DFT calculation (ωB97M-V with the def2-TZVPD basis set) of 2 unconnected molecules or ions with the total composition CH6NS in a non-equilibrium geometry.

Output
**M**: 64.1 Da
**Lowest unoccupied orbital energy (alpha / beta)**: 6.841 / 6.815 eV
**Charge**: -2
**Spin multiplicity**: 2
**Gap between HOMO and LUMO (alpha / beta)**: 2.44 / 6.70 eV
**Relative energy (zero: lowest compared OMol25 entry of this formula, charge and spin)**: 46.4 kJ/mol

```
9
Properties=species:S:1:pos:R:3:forces:R:3:mulliken_charge:R:1
S 2.84181 0.55355 0.58775 0.4085 0.0474 0.0145 -0.94
H 4.15434 0.50392 0.28376 0.0092 0.0445 0.0542 -0.10
C -0.57546 0.20467 0.10557 -0.2671 -1.5953 -0.0777 -1.19
N -1.79499 -0.48951 -0.33671 -0.8042 1.2444 -0.3904 -3.85
H -0.56130 1.26014 -0.13516 -0.1954 0.1992 -0.1130 0.29
H 0.30151 -0.26889 -0.33160 0.3232 0.2941 0.1644 0.45
H -0.49396 0.12843 1.18892 0.1015 0.1252 0.0787 0.46
H -1.89035 -0.46346 -1.35083 -0.0252 -0.1360 0.0151 1.32
H -1.98159 -1.42887 -0.01170 0.4496 -0.2233 0.2542 1.55
```
Forces are in eV/Å.

***

The following is a DFT calculation (ωB97M-V with the def2-TZVPD basis set) of 2 unconnected molecules or ions with the total composition CH6NS in a non-equilibrium geometry.

Output
**M**: 64.1 Da
**Lowest unoccupied orbital energy (alpha / beta)**: 0.815 / -2.761 eV
**Spin multiplicity**: 2
**Gap between HOMO and LUMO (alpha / beta)**: 10.58 / 6.94 eV
**Relative energy (zero: lowest compared OMol25 entry of this formula, charge and spin)**: 93.3 kJ/mol

```
9
Properties=species:S:1:pos:R:3:forces:R:3:mulliken_charge:R:1
S -1.36895 1.27787 1.25003 0.1538 0.5665 -0.1056 -0.17
H -1.65430 0.00019 1.42496 -0.1505 -0.5784 0.0976 0.15
C 1.96920 -1.44536 -1.03319 -1.6889 0.5518 1.1333 -0.57
N 0.63738 -0.84184 -1.50646 0.2490 1.7848 2.2381 -0.62
H 2.68436 -0.75644 -0.50603 -0.6544 -0.5853 -0.8821 0.23
H 1.69643 -2.25171 -0.33165 0.2770 0.3656 0.0302 0.26
H 2.33865 -1.97626 -1.86757 1.1065 -0.0776 -0.9272 0.23
H 0.56251 0.18790 -1.23127 0.9522 -1.2751 -1.1142 0.26
H -0.00134 -1.08452 -0.74464 -0.2447 -0.7524 -0.4701 0.22
```
Forces are in eV/Å.

***

The following is a DFT calculation (ωB97M-V with the def2-TZVPD basis set) of 2 unconnected molecules or ions with the total composition CH6NS in a non-equilibrium geometry.

Output
**M**: 64.1 Da
**Lowest unoccupied orbital energy**: -6.323 eV
**Charge**: +1
**Gap between HOMO and LUMO**: 7.61 eV
**Relative energy (zero: lowest compared OMol25 entry of this formula, charge and spin)**: 282.5 kJ/mol

```
9
Properties=species:S:1:pos:R:3:forces:R:3:mulliken_charge:R:1
C -0.61687 0.28622 0.17710 -1.7823 -2.2862 -4.7274 -0.89
N 0.59637 0.40538 0.87571 2.0330 -2.4348 1.1447 -0.24
S 0.04110 -0.46752 -2.26074 -1.1564 -0.4815 3.5137 -0.12
H -1.20373 -0.61999 0.22677 0.2547 -0.0310 0.7466 0.46
H -1.17400 1.09112 -0.25319 0.2643 0.9572 0.5983 0.38
H 0.79377 1.39892 1.03257 0.7682 -0.3888 0.3090 0.36
H 1.28657 -0.12431 0.28244 0.0587 1.4603 -0.0628 0.42
H 0.73397 -0.26338 1.72651 -1.0287 1.9834 -0.8077 0.41
H -0.45718 -1.70644 -1.80716 0.5885 1.2214 -0.7144 0.21
```
Forces are in eV/Å.

***

The following is a DFT calculation (ωB97M-V with the def2-TZVPD basis set) of 2 unconnected molecules or ions with the total composition CH6O in a non-equilibrium geometry.

Output
**M**: 34.1 Da
**Lowest unoccupied orbital energy**: 0.776 eV
**SMILES**: C.O
**Gap between HOMO and LUMO**: 12.36 eV
**Relative energy (zero: lowest compared OMol25 entry of this formula, charge and spin)**: 2.1 kJ/mol

```
8
Properties=species:S:1:pos:R:3:forces:R:3:mulliken_charge:R:1
C 0.98076 0.85147 -1.47639 -0.0039 -0.0151 -0.0022 -0.88
H 1.59206 1.70480 -1.80525 -0.2315 -0.3179 0.1250 0.23
H 0.33317 1.16300 -0.64358 0.2437 -0.1070 -0.3009 0.21
H 0.35877 0.50147 -2.31343 0.2300 0.1328 0.3012 0.22
H 1.63907 0.03560 -1.14325 -0.2401 0.3051 -0.1199 0.22
O -1.43805 -1.58759 2.76690 -0.6064 0.5230 -0.9458 -0.65
H -1.39828 -1.83681 1.81581 -0.0683 0.3010 1.0188 0.32
H -2.06750 -0.83195 2.79920 0.6765 -0.8220 -0.0762 0.32
```
Forces are in eV/Å.

***

The following is a DFT calculation (ωB97M-V with the def2-TZVPD basis set) of 2 unconnected molecules or ions with the total composition CH6OSi in a non-equilibrium geometry.

Output
**M**: 62.1 Da
**Lowest unoccupied orbital energy**: 0.831 eV
**Gap between HOMO and LUMO**: 10.55 eV
**Relative energy (zero: lowest compared OMol25 entry of this formula, charge and spin)**: 213.2 kJ/mol

```
9
Properties=species:S:1:pos:R:3:forces:R:3:mulliken_charge:R:1
C -1.44188 -0.13635 -0.01019 -1.5887 0.0146 -1.8277 -0.46
O -0.10391 -0.55215 -0.07826 -0.2751 -0.1676 0.2952 -0.19
Si 1.44637 -0.05280 -0.01965 -0.6195 3.0004 1.8594 0.23
H -1.55081 0.91885 0.35733 0.0654 -0.9420 -0.4277 0.26
H -2.05044 -0.82597 0.61762 0.7237 0.4932 -0.0421 0.22
H -1.96314 -0.27602 -1.08302 1.2930 0.7037 2.1594 0.20
H 1.82264 1.47697 1.09660 -0.6853 -2.7775 -1.1823 -0.09
H 1.78403 0.78441 -1.15114 0.3456 -0.3714 -0.8714 -0.09
H 2.05715 -1.33695 0.27071 0.7408 0.0466 0.0371 -0.08
```
Forces are in eV/Å.

***

Number 1: energy -13460.365 eV. Number 2: energy -13455.741 eV. Number 3: energy -13457.349 eV. Number 4: energy -13449.183 eV. Number 5: energy -3181.653 eV. Number 6: energy -11057.786 eV.